1.
ORCA calculation (ωB97M-V/def2-TZVPD) on C37H28Cl2CoN5O2Te as an isolated structure.

Positions of all 76 atoms, in Å:
Co: 0.5043 -1.1366 -0.4174
C: 1.3738 1.3177 4.4494
C: 0.1557 0.6537 4.3715
C: -0.0531 -0.3146 3.4023
C: 0.9608 -0.6476 2.5006
C: 2.1768 0.0277 2.5774
C: 2.3787 1.0007 3.5450
N: 0.7281 -1.5781 1.4734
C: 0.2553 -2.7940 1.7421
C: 0.2684 -3.4598 3.0056
C: -0.2209 -4.7307 3.1166
C: -0.7570 -5.4377 2.0117
C: -0.7937 -4.8320 0.7850
C: -0.3044 -3.5240 0.6493
N: -0.3395 -2.7802 -0.4964
N: -0.8864 -3.2146 -1.5828
C: -0.7722 -2.2547 -2.5644
C: -1.2634 -2.4847 -3.8538
C: -1.0968 -1.5070 -4.8074
C: -0.4417 -0.3204 -4.4748
C: 0.0216 -0.1638 -3.1876
N: -0.1472 -1.0997 -2.2511
H: 1.5328 2.0808 5.2017
H: -0.6451 0.9054 5.0572
H: -1.0149 -0.8046 3.3098
H: 2.9540 -0.2139 1.8662
H: 3.3321 1.5141 3.5837
H: 0.6846 -2.9505 3.8643
H: -0.1885 -5.2204 4.0835
H: -1.1250 -6.4465 2.1428
H: -1.1942 -5.3281 -0.0889
H: -1.7501 -3.4262 -4.0637
H: -1.4712 -1.6611 -5.8119
H: -0.2972 0.4713 -5.1962
H: 0.5475 0.7244 -2.8623
Cl: -3.9746 3.1352 1.9742
C: -3.9623 1.7014 0.9715
C: -4.2296 0.4893 1.5743
C: -4.1970 -0.6695 0.8182
C: -3.9346 -0.5836 -0.5365
C: -3.6937 0.6439 -1.1244
Cl: -3.4181 0.6636 -2.8398
C: -3.6461 1.8302 -0.3867
N: -3.3612 3.0788 -0.9416
C: -2.2027 3.3183 -1.7655
C: -2.4207 3.7813 -3.0584
C: -1.3635 4.0681 -3.9028
C: -0.0627 3.8931 -3.4495
C: 0.1592 3.4536 -2.1566
C: -0.8962 3.1685 -1.2885
C: -0.5657 2.6841 0.1023
C: -0.2504 1.1932 0.0482
O: -1.1469 0.3714 0.2928
O: 0.9166 0.8436 -0.3178
H: -4.4324 0.4630 2.6359
H: -4.3646 -1.6321 1.2811
H: -3.8996 -1.4705 -1.1551
H: -3.4934 3.8154 -0.2640
H: -3.4452 3.8843 -3.3915
H: -1.5522 4.4173 -4.9101
H: 0.7769 4.1038 -4.1003
H: 1.1708 3.3130 -1.7940
H: -1.3920 2.8437 0.7921
H: 0.3134 3.2154 0.4671
Te: 2.8644 -2.1076 -1.3194
C: 4.1761 -0.8368 -0.2579
C: 4.1093 0.5485 -0.4199
C: 4.9292 1.3920 0.3160
C: 5.8446 0.8696 1.2215
C: 5.9314 -0.5068 1.3800
C: 5.1036 -1.3500 0.6491
H: 3.3765 0.9642 -1.0980
H: 4.8445 2.4653 0.1889
H: 6.4808 1.5286 1.8002
H: 6.6373 -0.9278 2.0868
H: 5.1590 -2.4213 0.7981

HOMO level (alpha / beta) in eV: -3.50 / -3.96
Gap between HOMO and LUMO (alpha / beta) in eV: 5.1 / 5.8
Multiplicity: 2
Total charge: -1

Charge distribution, Mulliken scheme, values in e: Co -1.02; C -0.53; C -0.87; C 0.40; C -0.69; C 0.18; C -0.70; N 0.69; C 0.27; C -0.79; C -0.54; C -0.66; C -0.64; C 0.42; N 2.28; N -1.49; C 0.16; C -0.67; C -0.32; C -0.89; C -0.33; N 0.59; H 0.38; H 0.37; H 0.47; H 0.07; H 0.47; H 0.42; H 0.38; H 0.38; H 0.43; H 0.54; H 0.35; H 0.47; H 0.36; Cl -0.26; C 0.95; C -0.71; C -0.43; C -0.74; C 1.15; Cl -0.13; C -1.26; N -0.17; C -0.23; C -0.32; C -0.55; C -0.56; C -0.58; C 0.55; C -1.18; C 0.64; O -0.32; O -0.35; H 0.40; H 0.39; H 0.37; H 0.43; H 0.45; H 0.38; H 0.42; H 0.35; H 0.21; H 0.57; Te 0.04; C -0.51; C -0.02; C -0.54; C -0.46; C -0.49; C -0.21; H 0.36; H 0.36; H 0.37; H 0.34; H 0.38



2.
ORCA calculation (ωB97M-V/def2-TZVPD) on C37H28Cl5HgN6O3SSi as an isolated structure in a non-equilibrium geometry.

Positions of all 82 atoms, in Å:
Hg: -0.6088 -1.6837 0.5452
O: 3.1942 -1.2235 2.6248
C: 2.1520 -1.3070 1.9777
N: 0.8770 -1.2775 2.3669
C: 0.4643 -0.9916 3.6606
O: 1.1781 -0.6158 4.5895
C: -0.9979 -1.1597 3.8359
C: -1.8118 -1.3615 4.9310
C: -3.0033 -1.9800 4.8057
C: -3.7018 -2.5287 3.6413
C: -3.4597 -1.8384 0.9658
N: -1.6189 -1.6620 2.7058
C: 2.3935 -1.4928 0.4306
C: 3.6886 -1.2252 -0.0052
C: 3.9982 -1.3382 -1.3478
C: 3.0215 -1.7540 -2.2388
C: 1.7625 -2.0262 -1.7374
N: 1.4628 -1.8898 -0.4523
H: -1.4876 -1.0507 5.9191
H: -3.5612 -2.0656 5.7338
H: -4.7052 -2.1374 3.5722
H: -4.2539 -1.1504 0.7667
H: 4.4133 -0.9223 0.7357
H: 4.9942 -1.0976 -1.7009
H: 3.2215 -1.8556 -3.2970
H: 0.9538 -2.3676 -2.3755
N: -2.5413 0.3021 -1.6079
N: -2.4779 -0.0575 -2.9424
C: -2.4878 -1.3679 -3.2977
N: -2.4062 -1.5529 -4.6671
S: -2.5583 -2.6125 -2.2200
H: -3.2216 1.0291 -1.4570
H: -1.6508 0.4697 -1.1301
H: -2.1389 0.6121 -3.6216
H: -1.8666 -0.8912 -5.2028
H: -2.2657 -2.5199 -4.9081
O: -0.1705 0.6007 -0.1272
Si: 0.5523 1.9773 -0.3553
C: -0.6836 3.2914 -0.9819
C: -0.4421 4.1860 -2.0251
C: -1.4148 5.0823 -2.4577
C: -2.6607 5.1017 -1.8484
C: -2.9179 4.2366 -0.7905
C: -1.9386 3.3506 -0.3646
C: 1.3917 2.7583 1.1383
C: 1.9319 4.0479 1.1035
C: 2.5606 4.5906 2.2144
C: 2.6611 3.8478 3.3880
C: 2.1260 2.5698 3.4458
C: 1.4947 2.0375 2.3271
C: 1.8847 1.8729 -1.7178
C: 1.5107 1.5370 -3.0232
C: 2.4440 1.3990 -4.0404
C: 3.7936 1.5948 -3.7722
C: 4.1917 1.9277 -2.4860
C: 3.2459 2.0621 -1.4750
H: 0.5257 4.1813 -2.5169
H: -1.1999 5.7635 -3.2739
H: -3.4283 5.7840 -2.1952
H: -3.8838 4.2531 -0.2988
H: -2.1471 2.6811 0.4647
H: 1.8571 4.6386 0.1941
H: 2.9743 5.5924 2.1689
H: 3.1561 4.2713 4.2550
H: 2.1930 1.9671 4.3433
H: 1.0767 1.0399 2.3763
H: 0.4582 1.3807 -3.2463
H: 2.1224 1.1402 -5.0434
H: 4.5289 1.4825 -4.5610
H: 5.2424 2.0817 -2.2664
H: 3.5741 2.3185 -0.4735
Cl: 0.8545 -5.2292 -0.4998
C: -0.6636 -5.2254 0.4139
C: -1.0979 -4.0584 0.9550
C: -2.3221 -4.0103 1.6187
Cl: -2.8342 -2.3731 2.1839
C: -3.0113 -5.1996 1.7997
Cl: -4.5200 -5.2706 2.5784
C: -2.5379 -6.4171 1.2892
Cl: -3.3680 -7.9239 1.4920
C: -1.3382 -6.4322 0.5675
Cl: -0.7220 -7.9164 -0.0757

HOMO level (alpha / beta) in eV: -0.42 / -1.64
Gap between HOMO and LUMO (alpha / beta) in eV: 4.3 / 5.5
Multiplicity: 2
Total charge: -2

Charge distribution, Mulliken scheme, values in e: Hg 2.80; O -0.78; C -0.02; N -0.40; C 0.07; O -0.75; C 0.08; C -0.63; C -0.28; C -0.97; C -0.43; N -0.44; C 0.82; C -0.91; C -0.26; C -0.92; C -0.71; N 0.25; H 0.35; H 0.34; H 0.32; H 0.27; H 0.54; H 0.39; H 0.44; H 0.55; N -0.08; N -0.30; C 0.36; N -0.56; S -0.22; H 0.34; H -0.15; H 0.23; H 0.20; H 0.26; O -0.04; Si -0.64; C 0.61; C -0.21; C -0.62; C -0.44; C -0.50; C -0.77; C -0.01; C -0.29; C -0.72; C -0.55; C -0.35; C -0.18; C 0.53; C 0.02; C -0.73; C -0.41; C -0.74; C -0.33; H 0.36; H 0.38; H 0.35; H 0.39; H 0.36; H 0.33; H 0.37; H 0.35; H 0.51; H -0.06; H 0.28; H 0.37; H 0.33; H 0.40; H 0.34; Cl -0.24; C 0.18; C -0.71; C -0.18; Cl 0.45; C 0.57; Cl -0.22; C 0.16; Cl -0.24; C 0.00; Cl -0.24



3.
ORCA calculation (ωB97M-V/def2-TZVPD) on C37H28IN2O3PPt as an isolated structure in a non-equilibrium geometry.

Positions of all 73 atoms, in Å:
Pt: -0.1488 1.1986 -0.3379
C: -4.4623 0.0146 -0.2961
O: -4.9723 1.2787 -0.6983
C: -4.2566 2.4248 -0.4980
C: -5.0251 3.5565 -0.3165
C: -4.4454 4.8076 -0.1135
C: -3.0826 4.9176 -0.1030
C: -2.2522 3.7981 -0.3083
C: -0.8514 4.0438 -0.3131
N: 0.0851 3.1666 -0.4612
N: 1.3809 3.5882 -0.3924
C: 2.2246 2.6086 -0.2328
O: 1.8877 1.3513 -0.1223
C: 3.6621 2.9304 -0.1480
C: 4.5951 1.8952 -0.1853
C: 5.9451 2.1651 -0.0372
C: 6.3744 3.4709 0.1519
C: 5.4503 4.5072 0.1754
C: 4.1001 4.2425 0.0240
C: -2.8298 2.5017 -0.5257
O: -2.1440 1.4282 -0.8032
H: -5.3196 -0.6578 -0.2975
H: -4.0398 0.0605 0.7122
H: -3.7060 -0.3515 -0.9806
H: -6.1009 3.4392 -0.3306
H: -5.0700 5.6772 0.0398
H: -2.6139 5.8826 0.0530
H: -0.5074 5.0642 -0.1704
H: 4.2401 0.8851 -0.3375
H: 6.6644 1.3561 -0.0582
H: 7.4283 3.6825 0.2818
H: 5.7854 5.5257 0.3249
H: 3.3682 5.0373 0.0435
I: -0.6315 1.0302 2.5690
C: -0.2034 -0.9269 3.2955
C: -0.0955 -0.9090 4.6661
C: 0.0511 -2.0843 5.4067
C: 0.0757 -3.2715 4.7411
C: 0.0122 -3.3205 3.3319
C: 0.0877 -4.5961 2.7381
C: 0.1069 -4.7358 1.3838
C: 0.0449 -3.5908 0.5929
C: -0.0860 -2.3074 1.1036
P: -0.1369 -1.1232 -0.3169
C: -1.5534 -1.6922 -1.3187
C: -2.4910 -2.6337 -0.9074
C: -3.5593 -2.9602 -1.7316
C: -3.7026 -2.3466 -2.9651
C: -2.7925 -1.3761 -3.3654
C: -1.7323 -1.0414 -2.5416
C: 1.3523 -1.6966 -1.2307
C: 2.5931 -1.4317 -0.6515
C: 3.7605 -1.8267 -1.2824
C: 3.7050 -2.4925 -2.4984
C: 2.4762 -2.7735 -3.0738
C: 1.3040 -2.3825 -2.4417
C: -0.1108 -2.1249 2.5299
H: -0.1425 0.0398 5.1809
H: 0.1207 -2.0412 6.4851
H: 0.1582 -4.2084 5.2778
H: 0.1476 -5.4583 3.3905
H: 0.1836 -5.7117 0.9237
H: 0.1025 -3.7129 -0.4791
H: -2.3915 -3.1148 0.0560
H: -4.2878 -3.6890 -1.3996
H: -4.5302 -2.6123 -3.6101
H: -2.9194 -0.8712 -4.3141
H: -1.0341 -0.2656 -2.8348
H: 2.6383 -0.9038 0.2925
H: 4.7199 -1.6131 -0.8279
H: 4.6174 -2.7992 -2.9939
H: 2.4227 -3.2984 -4.0190
H: 0.3559 -2.6238 -2.9004

HOMO level in eV: -7.17
Gap between HOMO and LUMO in eV: 6.8
Multiplicity: 1
Total charge: 0

Charge distribution, Mulliken scheme, values in e: Pt 0.66; C -0.70; O -0.51; C 0.18; C -0.54; C -0.72; C -1.02; C 0.63; C -0.12; N 0.49; N -0.92; C 0.24; O -0.21; C 0.20; C -0.07; C -0.64; C -0.36; C -0.61; C -0.50; C 0.76; O -0.92; H 0.31; H 0.28; H 0.32; H 0.44; H 0.39; H 0.36; H 0.37; H 0.31; H 0.40; H 0.38; H 0.38; H 0.45; I 0.14; C 0.01; C -0.64; C -0.86; C -0.86; C 0.98; C -0.79; C -1.24; C -0.79; C 1.45; P 1.07; C 0.64; C -0.81; C -0.74; C -0.55; C -0.80; C -0.47; C 0.48; C -0.88; C -0.76; C -0.56; C -0.80; C 0.10; C 0.28; H 0.41; H 0.39; H 0.36; H 0.39; H 0.45; H 0.40; H 0.39; H 0.44; H 0.39; H 0.43; H 0.42; H 0.61; H 0.47; H 0.39; H 0.43; H 0.33